{"formula": "C40H84N4O11", "method": "the ωB97M-V functional and the def2-TZVPD basis", "species": ["C", "C", "O", "N", "C", "H", "H", "H", "H", "H", "H", "H", "C", "C", "O", "N", "C", "H", "H", "H", "H", "H", "H", "H", "C", "C", "O", "N", "C", "H", "H", "H", "H", "H", "H", "H", "C", "C", "O", "N", "C", "H", "H", "H", "H", "H", "H", "H", "C", "C", "C", "O", "C", "H", "H", "H", "H", "H", "H", "H", "H", "C", "C", "C", "O", "C", "H", "H", "H", "H", "H", "H", "H", "H", "C", "C", "C", "O", "C", "H", "H", "H", "H", "H", "H", "H", "H", "C", "C", "C", "O", "C", "H", "H", "H", "H", "H", "H", "H", "H", "C", "C", "C", "O", "C", "H", "H", "H", "H", "H", "H", "H", "H", "C", "C", "C", "O", "C", "H", "H", "H", "H", "H", "H", "H", "H", "C", "C", "C", "O", "C", "H", "H", "H", "H", "H", "H", "H", "H"], "coordinates": [[0.480140, -1.129661, 6.213381], [1.199620, -0.962732, 4.888624], [2.374793, -0.618685, 4.769746], [0.487769, -1.257884, 3.784754], [1.062964, -1.025630, 2.461062], [0.922330, -0.383133, 6.873128], [0.637922, -2.119807, 6.640951], [-0.589321, -0.925313, 6.162453], [-0.427595, -1.660712, 3.925957], [1.404929, -0.018835, 2.221187], [0.269846, -1.328895, 1.777613], [1.928460, -1.657281, 2.260971], [0.850976, -0.688373, -1.742593], [-0.347351, -0.107257, -1.073508], [-1.528323, -0.209951, -1.567979], [-0.213162, 0.634766, -0.001937], [-1.236140, 1.433525, 0.772025], [1.732087, -0.078277, -1.543772], [0.730264, -0.818918, -2.817986], [1.140130, -1.652880, -1.325193], [0.737921, 0.774248, 0.308037], [-1.722581, 2.116732, 0.075820], [-0.804439, 2.050913, 1.559781], [-2.022427, 0.822637, 1.215512], [-8.046396, -1.905129, 0.919245], [-6.756097, -1.987267, 1.683553], [-6.666398, -2.216739, 2.879286], [-5.651832, -1.725855, 0.960450], [-4.371216, -1.544924, 1.551362], [-8.710398, -2.754211, 1.081300], [-7.838192, -1.693642, -0.129570], [-8.674204, -1.077683, 1.249833], [-5.633636, -1.736246, -0.049332], [-4.515924, -1.294619, 2.602323], [-3.740030, -0.806948, 1.056287], [-3.879704, -2.516049, 1.609931], [-4.644296, 0.940113, -2.575994], [-4.959756, -0.469565, -2.152801], [-6.126668, -0.742600, -1.874957], [-3.956625, -1.338257, -2.125408], [-4.155977, -2.716540, -1.722884], [-3.557630, 1.017769, -2.610876], [-4.954014, 1.623205, -1.785074], [-5.117467, 1.176734, -3.529009], [-3.019008, -0.982102, -2.244311], [-3.530788, -3.039905, -0.890614], [-3.994576, -3.271859, -2.646824], [-5.189532, -2.885410, -1.420631], [0.927664, 2.491860, -4.202474], [1.419560, 3.889811, -4.179751], [0.120123, 4.712139, -4.277133], [-0.785812, 3.916774, -3.509259], [-0.358780, 2.545555, -3.335542], [1.668773, 1.793676, -3.813394], [0.777497, 2.245794, -5.253661], [2.117027, 4.085685, -4.994169], [2.015331, 4.036383, -3.278816], [-0.299091, 4.814403, -5.278089], [0.271474, 5.741565, -3.952373], [-1.155593, 1.845799, -3.587610], [-0.082599, 2.497233, -2.282223], [4.750928, -2.097065, 0.422261], [3.657776, -3.032332, -0.092613], [4.201229, -4.403028, 0.310339], [5.488891, -4.168379, 0.856275], [5.396740, -2.879524, 1.546361], [4.441569, -1.072939, 0.631005], [5.426523, -1.947814, -0.419986], [3.587795, -2.948871, -1.177161], [2.657711, -2.754947, 0.240619], [4.260641, -5.067188, -0.551905], [3.539788, -4.948167, 0.983692], [6.325130, -2.420969, 1.886829], [4.673074, -2.849230, 2.360917], [3.865129, 3.314279, -0.777763], [4.045227, 3.280342, 0.682245], [2.964615, 2.349467, 1.240660], [2.542185, 1.618266, 0.072607], [3.425788, 1.907702, -1.011689], [4.796502, 3.562540, -1.286687], [3.138243, 4.016109, -1.186644], [3.940787, 4.237614, 1.192956], [5.069828, 3.004339, 0.931458], [2.155728, 2.910485, 1.708697], [3.469807, 1.697244, 1.953029], [2.896489, 1.768862, -1.954383], [4.271682, 1.220342, -1.002321], [-1.220067, 5.954896, 0.591847], [0.068550, 6.104004, -0.190989], [0.702707, 4.786464, 0.152920], [0.007172, 4.188664, 1.244612], [-0.831780, 5.171466, 1.819307], [-1.948355, 5.490832, -0.073248], [-1.604501, 6.936514, 0.868858], [0.574982, 7.024005, 0.100956], [-0.116029, 6.105863, -1.265249], [1.683879, 5.016412, 0.568262], [0.916731, 4.108784, -0.673543], [-0.277647, 5.745147, 2.562221], [-1.633115, 4.755755, 2.430172], [2.864273, -2.998898, -5.880858], [4.306557, -3.096928, -5.513625], [4.514082, -1.961915, -4.550016], [3.192743, -1.619683, -4.106772], [2.267418, -1.774652, -5.157638], [2.356114, -3.861100, -5.449036], [2.762069, -2.970141, -6.965678], [4.877047, -3.089777, -6.442378], [4.544418, -4.068355, -5.080199], [5.073022, -1.165237, -5.040929], [5.068039, -2.186324, -3.638493], [2.243213, -0.874379, -5.771651], [1.255504, -1.981921, -4.809549], [-0.666771, -5.780517, -0.353928], [-1.499609, -5.065304, 0.688012], [-0.862486, -3.633887, 0.754114], [0.409670, -3.693175, 0.144297], [0.524559, -4.883660, -0.680728], [-1.248409, -6.162421, -1.192934], [-0.343007, -6.645619, 0.224764], [-1.448938, -5.461776, 1.702087], [-2.541846, -5.012060, 0.373351], [-0.803045, -3.308095, 1.792586], [-1.465655, -2.895785, 0.225445], [1.482924, -5.401996, -0.649645], [0.406003, -4.469488, -1.681987], [-1.319095, 2.611902, 4.733223], [-1.981289, 1.273984, 4.407052], [-3.058939, 1.139533, 5.484664], [-2.300826, 1.735177, 6.644828], [-1.223679, 2.592809, 6.246660], [-1.912860, 3.371695, 4.225048], [-0.369728, 2.567808, 4.199502], [-1.238501, 0.498586, 4.594474], [-2.331916, 1.170809, 3.380151], [-3.286992, 0.104920, 5.740936], [-3.953182, 1.661119, 5.143515], [-0.241384, 2.139792, 6.380708], [-1.375852, 3.651472, 6.456879]], "atomic_forces_ev_per_a": [[0.4, 0.5, 0.1], [1.2, -0.2, 0.0], [-0.8, 0.1, 0.5], [0.0, 0.4, -0.3], [-0.6, -1.1, -0.2], [0.0, -0.2, 0.2], [0.1, 0.0, -0.1], [0.0, -0.1, -0.1], [0.1, 0.2, -0.5], [-0.3, 0.2, 0.6], [0.2, 0.2, -0.3], [0.0, -0.2, 0.2], [0.8, -0.2, 0.2], [-3.0, 0.6, -1.1], [1.0, -0.7, 0.1], [0.4, 1.0, 2.0], [0.0, -0.6, -1.3], [-0.1, 0.2, -0.1], [-0.3, 0.2, 0.2], [-0.4, -0.2, 0.1], [0.3, 0.2, -0.1], [0.0, 0.0, -0.1], [0.5, -0.4, -0.3], [0.2, -0.4, -0.2], [-0.4, 0.2, -0.3], [-1.5, -0.3, 1.1], [0.0, 0.1, -0.3], [1.5, 0.6, -1.3], [0.3, -0.6, 1.3], [0.4, -0.3, -0.2], [-0.2, -0.4, -0.1], [0.4, 0.3, 0.4], [-0.9, 0.3, 0.2], [0.0, 0.3, 0.0], [-0.2, -0.1, -0.2], [0.5, -0.1, -0.2], [1.1, -0.4, 0.5], [-2.1, 2.9, -0.9], [0.3, -1.1, 0.3], [0.2, -1.9, 1.4], [-0.5, 0.3, -0.5], [0.0, 0.4, -0.4], [-0.4, 0.0, -0.2], [0.0, 0.0, 0.2], [1.1, 0.2, 0.1], [0.5, 0.2, -0.4], [0.2, -0.6, 0.2], [0.0, 0.1, -0.4], [-0.4, -1.3, 0.0], [0.6, 1.0, -0.6], [0.8, -1.0, 0.1], [-1.2, 0.5, 0.4], [1.4, 1.6, -0.7], [-0.1, -0.1, 0.0], [-0.5, -0.4, 0.1], [-0.1, 0.1, -0.2], [-0.4, 0.6, 0.3], [0.3, -0.3, -0.4], [-0.4, -0.1, 0.8], [0.1, 0.1, 0.0], [-0.1, -0.6, 0.2], [0.0, 1.1, -0.9], [-0.3, 0.7, -0.5], [-0.4, -0.2, -0.3], [0.3, 0.2, 1.5], [-0.9, 0.2, -1.6], [-0.4, -0.1, 0.5], [0.6, -0.2, 0.2], [0.1, 0.0, -0.1], [0.1, -0.4, 0.5], [0.6, 0.1, -0.1], [0.0, 0.2, 0.6], [0.3, -0.8, -0.2], [0.1, -0.7, 0.4], [0.4, 0.5, -1.5], [0.2, 1.6, 2.2], [1.5, 0.0, -0.6], [-0.7, -0.3, 0.3], [-0.2, -0.5, -0.5], [0.1, -0.2, -0.1], [-0.2, 0.1, 0.4], [0.0, 0.3, -0.3], [-0.1, -0.6, 0.0], [-0.3, -0.3, -0.2], [-0.5, -0.3, 0.2], [-0.2, -0.1, 0.1], [0.1, -0.2, 0.1], [-1.1, 1.8, 0.1], [-1.0, -0.3, -0.7], [2.5, 0.4, 1.2], [-0.2, -1.2, 0.0], [0.1, 0.0, -0.3], [-0.2, -0.4, 0.5], [-0.2, 0.0, -0.1], [0.4, -0.4, 0.0], [-0.1, 0.4, 0.0], [0.5, -0.1, -0.1], [-0.8, -0.3, 0.1], [0.4, 0.5, -0.2], [-0.2, -0.5, -0.6], [-1.8, -0.4, -0.4], [1.0, -0.9, -0.4], [0.1, 0.2, 0.5], [0.1, 0.9, 1.0], [1.2, -0.6, -0.8], [-0.2, -0.1, -0.5], [-0.4, -0.1, 0.1], [0.5, 0.5, 0.3], [-0.1, 0.1, 0.2], [-0.4, 0.6, 0.0], [0.0, -0.3, -0.1], [0.0, 0.1, -0.2], [0.1, 0.1, 0.4], [0.4, -1.3, 1.3], [-0.2, 2.1, 0.0], [-0.6, -0.8, -0.2], [0.6, -0.9, 0.7], [-1.2, 1.1, -0.9], [0.2, 0.3, -0.1], [0.4, -0.4, -0.6], [0.0, -0.4, -0.3], [-0.1, 0.0, 0.3], [0.4, 0.1, 0.0], [-0.2, 0.2, -0.2], [0.1, 0.4, 0.6], [0.2, -0.4, -0.4], [-0.2, -1.1, -2.3], [-0.2, -0.7, 0.5], [2.4, 0.8, 0.2], [-1.3, -0.3, -0.1], [-1.0, -0.1, -2.7], [-0.1, 0.5, 0.6], [0.4, 0.5, 0.3], [0.0, -0.1, -0.2], [-0.1, 0.1, 0.0], [-0.1, 0.2, 0.2], [-0.2, 0.4, 0.8], [-0.1, 0.3, 1.2], [0.3, -0.3, 1.4]], "mulliken_charge": [-1.008, 0.584, -0.656, 0.105, -0.278, 0.304, 0.331, 0.239, 0.371, -0.181, -0.510, 0.596, 0.903, 0.302, -0.871, 2.370, -0.012, -0.627, 0.098, -0.525, -1.164, 0.359, -0.178, -0.506, -0.905, 0.682, -0.591, 0.167, -0.886, 0.317, 0.178, 0.291, -0.162, 0.548, 0.133, 0.257, -0.769, 0.958, -0.540, 0.268, -1.402, 0.032, 0.305, 0.338, 0.412, 0.452, 0.427, 0.655, -0.282, -0.050, -0.630, -0.504, 0.857, -0.061, 0.365, 0.459, -0.273, 0.328, 0.322, 0.125, -0.681, -0.280, 1.390, -0.596, -0.490, -0.633, 0.001, 0.362, -0.251, -0.771, 0.366, 0.241, 0.429, 0.255, -0.229, -1.104, -0.252, 0.389, 0.021, 0.527, -0.114, 0.413, 0.337, -0.129, 0.275, -0.419, 0.227, -0.749, -0.518, 0.609, -0.308, -0.363, 0.286, 0.422, 0.352, -0.007, -0.096, -0.263, 0.285, 0.179, -0.544, -0.584, -0.399, -0.241, -0.411, 0.201, 0.357, 0.314, 0.218, 0.263, 0.227, 0.306, 0.296, -0.738, -0.607, 0.261, -0.054, -0.435, 0.351, 0.215, 0.443, 0.245, -0.113, -0.052, 0.280, 0.274, -0.389, 0.692, -0.574, -0.472, -0.468, 0.075, 0.231, -0.611, 0.175, 0.316, 0.380, 0.257, 0.338], "gap_ev": [9.22, 2.69], "homo_ev": [-11.281, -11.281], "max_force_ev_per_a": 3.7, "lumo_energy_ev": [-2.064, -8.591], "charge": 1, "spin_multiplicity": 2}